Record 1
{"formula": "C5H15N2O", "method": "wB97M-V/def2-TZVPD", "total_charge": 1, "smiles": "C[C@H]([NH3+])CNCCO", "gap_ev": 8.4, "de_lowest_kj_mol": 286.8, "multiplicity": 1, "elements": ["O", "N", "N", "C", "C", "C", "C", "C", "H", "H", "H", "H", "H", "H", "H", "H", "H", "H", "H", "H", "H", "H", "H"], "xyz": [[-1.34, 2.48, 0.97], [0.78, -2.87, -0.99], [0.50, 0.67, 0.15], [-1.04, -1.57, -1.95], [0.28, -0.81, 0.22], [0.00, 2.69, 1.33], [0.30, -1.49, -1.16], [0.61, 1.28, 1.47], [0.10, 3.22, 2.34], [-1.91, 2.58, 1.72], [-0.99, -1.45, -3.03], [-0.13, 1.15, -0.48], [-1.43, -2.52, -1.77], [0.53, 3.39, 0.58], [1.72, 1.20, 1.64], [-0.36, -1.04, 1.06], [0.09, 0.78, 2.17], [1.21, -1.06, 0.78], [1.71, -2.87, -0.51], [0.90, -0.97, -1.85], [-1.62, -0.68, -1.60], [0.17, -3.43, -0.41], [0.88, -3.35, -1.98]], "lowdin_charge": [-0.0636, 0.1826, -0.0819, -0.0103, -0.1686, -0.2484, -0.3244, -0.2035, 0.1404, 0.0889, 0.0914, 0.1004, 0.0595, 0.1476, 0.1414, 0.1208, 0.0668, 0.1209, 0.1882, 0.1365, 0.1113, 0.1680, 0.2361]}

***

Record 2
{"formula": "C30H22AsCl3IrN3O2", "method": "wB97M-V/def2-TZVPD", "total_charge": 2, "gap_ev": 6.1, "de_lowest_kj_mol": 169.1, "multiplicity": 1, "elements": ["Ir", "As", "Cl", "Cl", "Cl", "O", "O", "N", "N", "N", "C", "C", "C", "C", "C", "C", "C", "C", "C", "C", "C", "C", "C", "C", "C", "C", "C", "C", "C", "C", "C", "C", "C", "C", "C", "C", "C", "C", "C", "C", "H", "H", "H", "H", "H", "H", "H", "H", "H", "H", "H", "H", "H", "H", "H", "H", "H", "H", "H", "H", "H", "H"], "xyz": [[-1.56, 0.86, -0.31], [0.66, 0.36, -1.13], [-6.19, 2.16, -1.74], [-6.50, 1.04, 0.91], [-5.32, 3.67, 0.59], [-3.34, 1.82, -1.18], [-3.63, 0.82, 0.76], [-1.68, -1.13, 0.30], [-1.62, -0.71, 2.61], [-1.08, 1.36, 1.64], [1.82, -3.53, -3.41], [1.05, -2.61, -4.11], [2.12, -1.72, -0.08], [-1.37, 1.21, 3.98], [-2.92, -3.54, 0.76], [2.19, -3.28, -2.09], [3.19, 3.66, -1.17], [1.01, -1.20, -2.19], [2.69, -0.69, 2.45], [-2.01, -1.94, -0.73], [1.93, 0.06, 1.56], [2.18, 2.76, -0.86], [-5.51, 2.05, -0.13], [-0.86, 3.32, 2.98], [1.94, 1.68, -1.72], [2.87, -2.46, 0.82], [-2.55, -2.74, 1.81], [-1.13, 2.55, 4.12], [1.78, -2.12, -1.46], [-1.36, 0.63, 2.71], [0.63, -1.44, -3.50], [-2.64, -3.14, -0.55], [2.67, 1.51, -2.89], [1.65, -0.46, 0.31], [-4.07, 1.51, -0.19], [3.68, 2.42, -3.18], [3.15, -1.95, 2.08], [-0.84, 2.69, 1.77], [-1.95, -1.50, 1.55], [3.93, 3.48, -2.33], [0.78, -2.81, -5.14], [3.73, -2.54, 2.78], [4.72, 4.19, -2.58], [-0.66, 4.38, 3.04], [-1.81, -1.14, 3.50], [-2.74, -3.03, 2.83], [-1.15, 3.02, 5.09], [-3.43, -4.48, 0.95], [4.27, 2.28, -4.08], [-1.75, -1.59, -1.72], [1.58, 1.04, 1.85], [2.15, -4.44, -3.90], [2.80, -4.00, -1.56], [0.02, -0.73, -4.05], [-1.59, 0.60, 4.84], [-0.64, 3.23, 0.86], [1.60, 2.89, 0.04], [-2.91, -3.76, -1.40], [3.40, 4.49, -0.51], [2.46, 0.69, -3.55], [2.93, -0.30, 3.43], [3.26, -3.43, 0.55]], "lowdin_charge": [1.2556, 1.2729, 0.6862, 0.6698, 0.6604, -0.1455, -0.0716, -0.0404, 0.1722, -0.0512, -0.0309, -0.0501, -0.1858, 0.0428, 0.0102, 0.0079, -0.0538, -0.3353, -0.0563, -0.0988, -0.0958, -0.1155, -1.5370, -0.0083, -0.3594, 0.0031, 0.0421, 0.0094, -0.1839, -0.2794, -0.0964, -0.0047, -0.0768, -0.2985, -0.8076, -0.0451, -0.0402, -0.1107, -0.2687, -0.0435, 0.1194, 0.1198, 0.1203, 0.1312, 0.1617, 0.1368, 0.1363, 0.1362, 0.1200, 0.1084, 0.0917, 0.1219, 0.1193, 0.1178, 0.1370, 0.1189, 0.0786, 0.1311, 0.1168, 0.1018, 0.1149, 0.1186]}

***

Record 3
{"formula": "C3H3N3O", "method": "wB97M-V/def2-TZVPD", "gap_ev": [6.7, 6.8], "de_lowest_kj_mol": 868.8, "multiplicity": 1, "elements": ["O", "N", "N", "N", "C", "C", "C", "H", "H", "H"], "xyz": [[1.50, -2.26, 1.73], [0.45, -0.25, 1.97], [-0.60, 1.01, -1.07], [0.04, -0.14, -1.55], [0.14, -0.08, 0.76], [0.44, -0.78, -0.51], [-0.61, 1.05, 0.26], [-1.16, 1.40, -1.81], [1.03, -1.75, -0.60], [-1.24, 1.79, 0.81]], "lowdin_charge": [-0.2605, 0.1998, 0.0430, 0.0606, -0.4449, -0.0837, 0.0338, 0.1601, 0.1374, 0.1544]}

***

Record 4
{"formula": "H4S2", "method": "wB97M-V/def2-TZVPD", "gap_ev": 4.9, "de_lowest_kj_mol": 863.4, "multiplicity": 1, "elements": ["S", "S", "H", "H", "H", "H"], "xyz": [[0.77, -0.60, -0.55], [-0.03, 1.05, -0.16], [-0.31, -1.29, -0.15], [-0.74, 0.97, 0.97], [-0.87, 0.24, -0.82], [1.18, -0.37, 0.71]], "lowdin_charge": [0.4465, 0.1312, -0.0863, -0.1432, -0.2454, -0.1028]}

***

Record 5
{"formula": "FHINS", "method": "wB97M-V/def2-TZVPD", "gap_ev": 8.7, "de_lowest_kj_mol": 0.0, "multiplicity": 1, "elements": ["I", "S", "F", "N", "H"], "xyz": [[2.30, 0.80, -0.10], [0.07, -0.13, -0.68], [0.26, -1.55, 0.21], [-1.08, 0.65, -0.16], [-1.55, 0.23, 0.72]], "lowdin_charge": [0.3160, 0.4591, -0.4501, -0.3977, 0.0726]}

***

Record 6
{"formula": "C6H10BrN2", "method": "wB97M-V/def2-TZVPD", "total_charge": 1, "smiles": "CC(C)(C)/C(Br)=C/[N+]#N", "gap_ev": [8.4, 8.4], "de_lowest_kj_mol": 330.1, "multiplicity": 1, "elements": ["Br", "N", "N", "C", "C", "C", "C", "C", "C", "H", "H", "H", "H", "H", "H", "H", "H", "H", "H"], "xyz": [[-2.14, -0.73, -1.47], [-2.82, 1.43, 0.77], [-3.91, 1.45, 1.04], [-1.59, 1.32, 0.49], [-1.04, 0.16, -0.37], [1.27, 0.95, -0.49], [0.66, -0.60, 1.22], [0.79, -1.55, -1.10], [0.41, -0.28, -0.25], [1.76, -1.05, 1.22], [-0.86, 1.82, 1.05], [0.47, 0.27, 1.74], [0.84, 1.71, -1.14], [2.30, 0.72, -0.92], [0.25, -1.50, -2.06], [0.40, -2.39, -0.52], [-0.09, -1.42, 1.44], [1.80, -1.80, -1.07], [1.49, 1.51, 0.43]], "lowdin_charge": [1.0747, -0.0399, 0.3804, -0.0910, -0.5107, -0.0489, -0.0326, -0.0523, -0.6376, 0.1644, 0.1150, 0.0428, 0.0893, 0.1294, 0.0508, 0.0850, 0.1164, 0.0730, 0.0916]}

***

Record 7
{"formula": "ClNO", "method": "wB97M-V/def2-TZVPD", "smiles": "O=NCl", "gap_ev": 9.8, "de_lowest_kj_mol": 0.0, "multiplicity": 1, "elements": ["Cl", "O", "N"], "xyz": [[-0.04, -0.73, 1.13], [-0.43, 0.70, -0.73], [0.47, 0.03, -0.40]], "lowdin_charge": [0.4592, -0.0955, -0.3637]}

***

Record 8
{"formula": "C15H34InN4S2", "method": "wB97M-V/def2-TZVPD", "total_charge": 3, "gap_ev": 6.7, "multiplicity": 1, "elements": ["In", "S", "S", "N", "N", "N", "N", "C", "C", "C", "C", "C", "C", "C", "C", "C", "C", "C", "C", "C", "C", "C", "H", "H", "H", "H", "H", "H", "H", "H", "H", "H", "H", "H", "H", "H", "H", "H", "H", "H", "H", "H", "H", "H", "H", "H", "H", "H", "H", "H", "H", "H", "H", "H", "H", "H"], "xyz": [[1.58, -0.48, 1.42], [2.41, -0.36, 3.87], [-0.70, -0.24, 0.60], [3.81, -0.55, 0.98], [2.18, 1.76, 1.50], [-1.00, -1.95, -1.47], [-1.30, 0.27, -1.95], [4.33, 0.82, 0.62], [-2.78, 2.16, -1.28], [-1.38, 1.72, -1.71], [-3.81, 2.15, -2.41], [-1.01, -0.69, -1.10], [4.48, -1.14, 2.17], [-0.94, -3.15, -0.60], [-3.48, 3.09, -3.56], [4.18, -0.45, 3.50], [-3.36, -3.96, -0.90], [2.01, 1.42, 3.95], [2.58, 2.27, 2.82], [-3.95, -2.88, -1.81], [-2.28, -3.47, 0.07], [3.18, 1.79, 0.39], [-4.93, -3.19, -2.18], [-2.60, 2.77, -4.13], [3.67, 2.33, 2.88], [4.90, 0.76, -0.31], [4.16, -2.19, 2.23], [-3.35, -2.71, -2.71], [4.63, -1.07, 4.28], [-1.09, 2.22, -2.63], [0.92, 1.45, 3.95], [-4.30, 3.14, -4.27], [-2.63, -2.58, 0.60], [-4.08, -1.93, -1.29], [3.56, 2.80, 0.23], [5.01, 1.17, 1.39], [5.56, -1.14, 2.04], [-4.17, -4.37, -0.29], [-1.62, -0.02, -2.87], [-2.08, -4.24, 0.81], [-2.99, -4.80, -1.48], [1.37, 2.27, 1.17], [2.35, 1.79, 4.92], [-2.69, 3.17, -0.89], [-0.18, -2.99, 0.16], [-0.63, -3.98, -1.23], [-1.17, -2.14, -2.45], [3.96, -1.19, 0.20], [2.67, 1.47, -0.52], [-4.00, 1.13, -2.77], [-3.11, 1.51, -0.46], [-3.28, 4.10, -3.19], [2.22, 3.29, 2.98], [4.61, 0.55, 3.60], [-0.66, 1.99, -0.93], [-4.76, 2.47, -1.97]], "lowdin_charge": [0.8177, 1.0020, 0.7560, -0.1157, -0.1331, 0.0534, 0.0705, -0.1232, -0.1905, -0.1806, -0.2505, -0.6322, -0.2167, -0.1705, -0.0907, -0.3641, -0.2314, -0.3756, -0.1944, -0.0961, -0.1918, -0.1583, 0.0884, 0.0660, 0.1241, 0.1544, 0.1384, 0.0601, 0.1162, 0.1261, 0.1030, 0.0879, 0.1020, 0.0712, 0.1562, 0.1344, 0.1566, 0.1204, 0.1775, 0.1276, 0.1203, 0.1296, 0.1195, 0.1283, 0.0743, 0.1414, 0.1646, 0.1454, 0.1306, 0.1042, 0.1074, 0.0880, 0.1559, 0.0970, 0.0789, 0.1197]}

***

| no. | total energy (eV) |
| --- | --- |
| 1 | -10447.5880 |
| 2 | -141262.5486 |
| 3 | -9668.4497 |
| 4 | -21726.1298 |
| 5 | -23158.1705 |
| 6 | -79396.3013 |
| 7 | -16057.2804 |
| 8 | -48885.8454 |